Entry from the Open Molecules 2025 dataset: a molecular structure, C21H12Cl5IrN4OS2 in a non-equilibrium geometry (ωB97M-V/def2-TZVPD).

For the HOMO energy (alpha / beta), the calculation gives -3.380 / -3.793 eV. As for the frontier orbital gap (alpha / beta): 5.8 / 6.2 eV. For the strongest force on any atom, the calculation gives 1.40 eV/Å. As for the spin multiplicity: 2. As for the electronic energy: -117102.272 eV. As for the charge: -1.

Element x y z (Å)
Ir 1.23 -0.41 0.82
N 3.40 1.82 4.34
C 2.83 1.32 3.19
S 2.83 -0.47 3.13
N 2.44 2.19 2.33
N 1.89 1.69 1.13
C 1.61 2.62 0.31
C 1.09 2.41 -1.03
C 0.65 3.55 -1.72
C 0.13 3.49 -3.00
C 0.05 2.23 -3.61
C 0.49 1.10 -2.97
C 1.04 1.14 -1.65
O 1.47 0.02 -1.15
H 3.34 1.19 5.13
H 3.18 2.78 4.54
H 1.79 3.64 0.64
H 0.73 4.51 -1.22
H -0.20 4.38 -3.51
H -0.36 2.14 -4.61
H 0.44 0.12 -3.44
Cl 4.37 -1.24 0.01
C 3.21 -2.54 -0.11
C 1.87 -2.33 0.23
C 1.02 -3.42 0.00
Cl -0.68 -3.28 0.37
C 1.46 -4.64 -0.51
Cl 0.36 -5.95 -0.78
C 2.80 -4.81 -0.82
Cl 3.37 -6.32 -1.45
C 3.68 -3.76 -0.62
Cl 5.36 -3.97 -1.01
N -0.81 0.05 0.57
C -1.96 0.09 0.51
C -3.40 0.12 0.39
C -3.99 -0.15 -0.84
C -5.38 -0.13 -0.95
C -6.16 0.15 0.16
C -5.56 0.42 1.38
C -4.18 0.41 1.50
H -3.36 -0.38 -1.69
H -5.84 -0.35 -1.90
H -7.24 0.16 0.07
H -6.17 0.65 2.25
H -3.70 0.61 2.45
S 0.80 -0.84 3.12

Atom charges from the Löwdin analysis, given in e for atoms 1 to 2: 0.832 0.041

Entry from the Open Molecules 2025 dataset: C7H15NSi in the gas phase in a non-equilibrium geometry (ωB97M-V/def2-TZVPD).

For the HOMO energy (alpha / beta), the calculation gives -9.098 / -8.667 eV. As for the frontier orbital gap (alpha / beta): 8.6 / 7.9 eV. For the strongest force on any atom, the calculation gives 8.62 eV/Å. As for the electronic energy: -16865.032 eV. As for the charge: 0.

Element x y z (Å)
C -3.01 0.23 1.59
Si -1.66 -0.01 0.27
C -1.77 -1.83 -0.44
C -1.97 1.14 -1.23
N -0.19 0.50 0.94
C 1.10 0.07 -0.11
C 2.42 0.41 0.32
C 3.78 -0.42 0.43
C 3.52 0.58 -0.70
H -2.77 1.11 2.07
H -3.97 0.45 1.19
H -3.03 -0.60 2.33
H -2.77 -2.36 -0.28
H -1.27 -1.79 -1.47
H -1.21 -2.29 0.38
H -1.07 0.94 -1.87
H -3.02 0.94 -1.71
H -2.33 2.08 -0.83
H 0.78 -0.68 -0.81
H 2.27 1.27 1.00
H 4.13 -1.39 0.27
H 4.47 0.07 1.12
H 4.21 1.42 -0.70
H 3.32 0.13 -1.76

Atom charges from the Löwdin analysis, given in e for atoms 1 to 2: -0.179 0.321

Entry from the Open Molecules 2025 dataset: a gas-phase ion, C16H25N2O (charge +1) in a non-equilibrium geometry (ωB97M-V/def2-TZVPD).

For the HOMO energy, the calculation gives -11.605 eV. As for the frontier orbital gap: 9.0 eV. For the strongest force on any atom, the calculation gives 1.09 eV/Å. As for the electronic energy: -22019.587 eV. As for the charge: +1.

Element x y z (Å)
C -1.59 -2.99 0.54
N -2.57 -1.93 0.24
C -2.53 -0.86 1.27
C -3.59 0.20 0.94
N -3.46 0.75 -0.38
C -2.83 2.03 -0.61
C -1.29 2.07 -0.69
C -0.60 2.20 0.67
C 0.90 1.93 0.57
C 1.24 0.47 0.33
O 0.37 -0.39 0.32
C 2.65 0.13 0.09
C 2.96 -1.18 -0.27
C 4.26 -1.57 -0.50
C 5.29 -0.65 -0.37
C 5.00 0.66 0.00
C 3.70 1.05 0.23
C -3.38 -0.27 -1.39
C -2.31 -1.33 -1.09
H -1.62 -3.77 -0.22
H -0.60 -2.54 0.57
H -1.80 -3.44 1.51
H -3.51 -2.33 0.23
H -2.72 -1.30 2.25
H -1.52 -0.45 1.24
H -4.59 -0.26 1.03
H -3.53 1.00 1.67
H -3.23 2.40 -1.56
H -3.17 2.71 0.17
H -0.93 1.18 -1.21
H -1.01 2.93 -1.30
H -1.03 1.52 1.40
H -0.75 3.22 1.04
H 1.34 2.53 -0.24
H 1.39 2.22 1.50
H 2.15 -1.89 -0.37
H 4.48 -2.59 -0.78
H 6.31 -0.94 -0.54
H 5.80 1.38 0.11
H 3.50 2.07 0.52
H -4.36 -0.77 -1.46
H -3.17 0.19 -2.35
H -2.34 -2.12 -1.85
H -1.31 -0.90 -1.05

Atom charges from the Löwdin analysis, given in e for atoms 1 to 2: 0.015 -0.142

Entry from the Open Molecules 2025 dataset: a molecular structure, C42H32AsF6IrN3O10S2 in a non-equilibrium geometry (ωB97M-V/def2-TZVPD).

For the HOMO energy (alpha / beta), the calculation gives -5.191 / -5.409 eV. As for the frontier orbital gap (alpha / beta): 7.3 / 5.3 eV. For the strongest force on any atom, the calculation gives 2.26 eV/Å. As for the spin multiplicity: 5. As for the electronic energy: -170669.069 eV. As for the charge: -1.

Element x y z (Å)
Ir 0.79 0.42 -0.04
C 3.49 -1.27 2.62
O 3.94 -0.23 3.48
C 3.76 1.05 3.11
C 4.63 1.97 3.66
C 4.59 3.31 3.28
C 3.70 3.73 2.32
C 2.73 2.86 1.81
C 1.89 3.31 0.77
N 0.95 2.65 0.15
N 0.31 3.35 -0.80
C -0.38 2.65 -1.67
O -0.39 1.39 -1.74
C -1.21 3.45 -2.59
C -0.85 4.76 -2.89
C -1.64 5.51 -3.74
C -2.79 4.96 -4.30
C -3.14 3.65 -4.00
C -2.35 2.89 -3.16
C 2.65 1.49 2.28
O 1.66 0.76 2.05
H 4.09 -2.15 2.90
H 3.67 -1.03 1.57
H 2.43 -1.48 2.78
H 5.38 1.61 4.34
H 5.31 4.00 3.71
H 3.75 4.74 1.95
H 2.08 4.33 0.42
H 0.05 5.17 -2.46
H -1.37 6.53 -3.96
H -3.40 5.55 -4.97
H -4.03 3.21 -4.43
H -2.61 1.87 -2.92
O 0.26 -4.69 3.26
C -0.31 -3.47 3.40
C -1.21 -3.25 4.44
C -1.79 -2.01 4.62
C -1.50 -0.98 3.75
C -0.64 -1.21 2.69
C -0.03 -2.44 2.49
C 0.89 -2.69 1.28
O 1.53 -3.72 1.22
O 0.86 -1.80 0.37
H -0.01 -5.26 3.99
H -1.44 -4.07 5.11
H -2.48 -1.86 5.45
H -1.94 0.00 3.88
H -0.42 -0.40 2.01
C -1.91 -5.42 0.31
C -2.53 -4.55 1.18
C -2.53 -3.19 0.94
C -1.94 -2.69 -0.22
C -1.31 -3.57 -1.09
C -1.29 -4.93 -0.83
As -1.67 -0.78 -0.58
C -2.52 -0.76 -2.36
C -3.87 -0.48 -2.55
C -4.45 -0.56 -3.80
C -3.67 -0.88 -4.90
C -2.31 -1.09 -4.74
C -1.74 -1.02 -3.48
C -3.12 -0.01 0.50
C -4.37 -0.61 0.66
C -5.34 -0.02 1.45
C -5.07 1.17 2.11
C -3.83 1.77 1.96
C -2.87 1.19 1.15
H -1.87 -6.48 0.53
H -3.00 -4.94 2.08
H -2.97 -2.52 1.67
H -0.80 -3.17 -1.96
H -0.76 -5.59 -1.50
H -4.49 -0.19 -1.70
H -5.51 -0.38 -3.92
H -4.12 -0.97 -5.88
H -1.70 -1.30 -5.60
H -0.67 -1.15 -3.36
H -4.59 -1.55 0.16
H -6.31 -0.48 1.56
H -5.82 1.61 2.75
H -3.61 2.69 2.48
H -1.89 1.64 1.03
F 3.75 -1.09 -3.65
C 3.18 -1.14 -2.43
F 1.89 -1.43 -2.62
F 3.74 -2.14 -1.77
S 3.41 0.53 -1.57
O 3.16 0.30 -0.17
O 2.49 1.38 -2.26
N 4.92 0.88 -1.79
S 5.75 0.61 -0.45
O 5.67 1.66 0.51
O 5.73 -0.74 0.01
C 7.47 0.79 -1.19
F 7.67 -0.07 -2.20
F 7.71 2.01 -1.66
F 8.41 0.53 -0.27

Atom charges from the Löwdin analysis, given in e for atoms 1 to 2: 1.256 -0.030